1.
Formula: C3H7N5
Source: OMol25
Level of theory: the ωB97M-V functional and the def2-TZVPD basis

Element x y z (Å)
N  -2.63  -0.38  -0.21
N  -0.54  2.01  0.20
N  -1.96  -1.40  -0.12
N  0.88  -1.02  0.73
N  1.11  0.18  0.02
C  -3.34  0.52  0.01
C  0.28  1.19  0.13
C  2.47  0.39  -0.41
H  -0.07  -1.36  0.51
H  2.47  0.95  -1.34
H  -3.48  1.55  -0.16
H  0.94  -0.88  1.74
H  2.91  -0.59  -0.57
H  -2.13  -2.09  -0.84
H  3.08  0.93  0.33

Calculated values
**Spin multiplicity**: 1
**Charge**: 0
**LUMO level**: 0.95 eV
**Orbital gap**: 9.95 eV
**Energy relative to the best compared isomer or geometry (same formula, charge and spin)**: 4.716 eV
**DFT total energy**: -392.12575 Ha



2.
Formula: C33H36N9OP2Pd
Source: OMol25
Level of theory: the ωB97M-V functional and the def2-TZVPD basis

Element x y z (Å)
Pd  -0.39  -2.50  0.07
P  -0.76  -4.44  0.97
P  1.16  -3.88  -1.69
O  0.06  4.05  0.08
N  4.14  -0.59  0.86
N  -2.99  1.03  2.31
N  2.11  -1.51  1.22
N  -0.49  5.83  -1.09
N  -2.57  0.91  3.59
N  -1.28  3.98  -3.85
N  0.90  5.72  -1.06
N  3.41  0.17  1.71
N  -1.14  -0.13  2.19
C  -1.83  -0.36  -1.83
C  -0.63  -0.75  -1.20
C  -1.12  2.98  -3.30
C  -4.15  1.81  1.94
C  1.17  4.67  -0.38
C  -0.93  4.82  -0.42
C  3.62  4.66  -0.61
C  -3.84  2.95  0.98
C  0.82  -5.59  -1.04
C  -4.90  3.57  0.32
C  -0.12  -3.80  -3.01
C  2.20  -0.40  1.89
C  -2.12  0.40  1.49
C  -2.31  4.42  -0.15
C  -0.95  1.73  -2.61
C  0.42  0.19  -1.37
C  0.36  -5.12  2.27
C  -2.35  -5.05  1.68
C  -0.51  -5.76  -0.31
C  4.96  3.10  0.63
C  0.28  1.39  -2.03
C  3.31  -1.59  0.60
C  4.86  4.15  -0.27
C  3.82  2.55  1.21
C  2.57  -4.42  -2.80
C  3.95  1.41  2.20
C  -3.36  5.05  -0.80
C  -2.55  3.38  0.74
C  2.58  3.05  0.86
C  -4.66  4.62  -0.56
C  2.47  4.11  -0.04
C  -1.46  0.21  3.46
C  -2.01  0.83  -2.51
H  1.68  2.61  1.28
H  -5.49  5.09  -1.07
H  5.75  4.57  -0.72
H  0.23  -4.54  3.19
H  5.01  1.24  2.41
H  3.45  1.65  3.14
H  -2.33  -6.13  1.85
H  -1.09  -3.64  -2.55
H  5.93  2.70  0.89
H  -5.91  3.23  0.49
H  2.31  -5.26  -3.45
H  1.42  0.04  2.50
H  -0.13  -4.70  -3.63
H  -0.89  -0.10  4.32
H  3.42  -4.71  -2.18
H  -2.96  1.08  -2.98
H  3.52  5.48  -1.31
H  1.12  2.09  -2.12
H  -4.90  1.15  1.49
H  2.88  -3.57  -3.42
H  1.40  -4.99  1.96
H  -3.15  5.84  -1.51
H  0.17  -6.18  2.48
H  -2.22  0.36  0.42
H  -3.17  -4.80  1.00
H  -2.68  -1.04  -1.78
H  1.40  -0.04  -0.94
H  -4.55  2.19  2.87
H  0.08  -2.93  -3.64
H  3.57  -2.39  -0.08
H  -1.72  2.91  1.23
H  0.89  -6.31  -1.87
H  -1.34  -5.66  -1.02
H  -0.58  -6.75  0.15
H  1.64  -5.82  -0.35
H  -2.53  -4.54  2.63

Calculated values
**Spin multiplicity**: 1
**Charge**: -1
**LUMO level**: 2.11 eV
**Orbital gap**: 4.70 eV
**Energy relative to the best compared isomer or geometry (same formula, charge and spin)**: 1.147 eV
**DFT total energy**: -2657.78367 Ha



3.
Formula: C5H9NO6
Source: OMol25
Level of theory: the ωB97M-V functional and the def2-TZVPD basis

Element x y z (Å)
O  -1.36  0.11  0.66
O  -3.96  1.64  -3.04
O  -0.26  -0.13  -0.10
O  -0.01  -1.33  2.45
O  -2.95  -0.05  -3.98
O  -3.90  -0.29  -2.03
N  -3.61  0.44  -3.02
C  1.93  -0.68  -1.39
C  1.82  -1.03  0.07
C  0.92  0.00  0.68
C  0.00  1.09  2.74
C  0.26  -0.22  2.01
H  0.93  -0.69  -1.84
H  2.79  -0.98  0.58
H  1.41  -2.02  0.26
H  0.39  1.03  3.75
H  0.46  1.95  2.24
H  2.35  0.32  -1.49
H  2.57  -1.39  -1.91
H  1.31  1.01  0.56
H  -1.08  1.22  2.79

Calculated values
**Spin multiplicity**: 1
**Charge**: 0
**LUMO level (spin up / spin down)**: -1.33 / -4.57 eV
**Orbital gap (spin up / spin down)**: 8.50 / 5.27 eV
**Energy relative to the best compared isomer or geometry (same formula, charge and spin)**: 10.191 eV
**DFT total energy**: -701.72638 Ha



4.
Formula: C5H8FO3S3
Source: OMol25
Level of theory: the ωB97M-V functional and the def2-TZVPD basis

Element x y z (Å)
S  0.77  -3.04  5.38
S  0.89  1.65  0.71
S  2.29  -0.96  0.85
F  2.11  -3.71  6.03
O  -0.27  -0.68  0.72
O  0.39  -3.93  4.33
O  -0.10  -2.79  6.50
C  -1.47  0.12  0.73
C  -2.61  -0.87  0.75
C  0.70  -0.65  4.14
C  0.93  -0.02  0.74
C  1.46  -1.55  4.75
H  2.54  -1.49  4.89
H  -2.59  -1.52  -0.13
H  -3.56  -0.32  0.75
H  -1.52  0.76  1.63
H  -2.58  -1.50  1.64
H  -0.38  -0.74  4.05
H  1.18  0.23  3.71
H  -1.53  0.75  -0.17

Calculated values
**Spin multiplicity**: 1
**Charge**: -1
**LUMO level**: 3.00 eV
**Orbital gap**: 6.49 eV
**DFT total energy**: -1715.49213 Ha



5.
Formula: C14H23AlF4N4PS
Source: OMol25
Level of theory: the ωB97M-V functional and the def2-TZVPD basis

Element x y z (Å)
S  1.80  -0.75  -3.68
P  -2.10  -0.72  -0.28
Al  -0.99  -2.33  -6.09
F  0.34  -1.52  -5.18
F  -0.37  -2.89  -7.69
F  -2.33  -1.16  -6.35
F  -1.58  -3.74  -5.15
N  -0.59  2.38  3.08
N  4.32  1.59  0.18
N  2.93  0.05  -2.56
N  0.39  -0.84  -2.62
C  5.56  -0.39  1.43
C  0.24  0.69  1.34
C  -0.33  -0.05  0.00
C  1.81  1.24  1.40
C  -4.84  -0.09  -0.79
C  -3.36  0.67  -0.63
C  -1.53  3.23  2.25
C  -1.53  -2.34  2.18
C  2.88  1.09  0.13
C  -0.73  0.93  2.64
C  -2.67  -1.93  1.08
C  2.29  0.35  -1.22
C  5.31  0.44  0.02
C  0.74  -0.21  -1.27
H  -1.67  2.75  1.19
H  4.64  -1.03  1.77
H  -0.42  -2.12  1.87
H  -2.58  3.26  2.80
H  6.46  -1.16  1.26
H  4.49  2.36  -0.51
H  -1.65  -3.48  2.50
H  -5.25  -0.31  0.28
H  -3.38  1.53  0.16
H  -0.28  0.28  3.53
H  -3.12  1.10  -1.71
H  2.26  1.81  2.35
H  -4.58  -1.15  -1.27
H  -1.84  0.58  2.48
H  5.93  0.37  2.26
H  -1.77  -1.72  3.17
H  -3.02  -2.93  0.53
H  -1.11  4.34  2.09
H  -0.83  2.38  4.10
H  -5.59  0.49  -1.49
H  4.95  -0.38  -0.76
H  -3.64  -1.52  1.63
H  6.34  0.85  -0.40

Calculated values
**Spin multiplicity**: 1
**Charge**: -1
**LUMO level**: 1.12 eV
**Orbital gap**: 6.51 eV
**DFT total energy**: -2147.60692 Ha



6.
Formula: C27H29GeNO4SSe2W
Source: OMol25
Level of theory: the ωB97M-V functional and the def2-TZVPD basis

Element x y z (Å)
W  -0.43  1.67  0.09
Se  1.99  1.43  0.37
Se  -0.76  0.08  1.94
Ge  -0.93  -0.94  -1.04
S  -1.58  5.97  1.67
O  -2.28  1.45  -0.67
O  0.47  2.97  3.07
O  2.96  -0.89  4.33
O  -4.35  1.40  -1.46
N  -0.88  3.56  0.50
C  2.42  -3.22  0.07
C  -1.68  -0.56  -2.82
C  -1.20  4.59  1.01
C  1.74  2.50  3.49
C  -3.10  -4.13  0.60
C  2.68  0.49  4.50
C  2.45  -3.11  -2.33
C  1.30  -2.34  -2.31
C  0.10  3.34  -3.85
C  -2.60  0.67  -2.93
C  1.27  -2.45  0.09
C  1.36  1.21  -2.63
C  -3.17  1.20  -1.62
C  0.37  1.87  -1.92
C  -4.24  -3.55  1.15
C  0.45  0.32  3.48
C  -2.14  -3.33  -0.01
C  -3.45  -1.37  0.48
C  0.70  -1.99  -1.10
C  1.81  0.97  3.33
C  -0.26  2.96  -2.57
C  1.71  1.57  -3.93
C  1.07  2.64  -4.55
C  -4.41  -2.17  1.09
C  2.51  0.54  2.04
C  3.02  -3.55  -1.14
C  -2.31  -1.94  -0.08
H  2.48  1.02  -4.45
H  1.88  2.76  4.55
H  -2.25  -1.47  -3.04
H  -2.96  -5.20  0.64
H  -4.99  -4.17  1.62
H  2.86  -3.57  1.00
H  3.61  1.07  4.52
H  0.80  -2.20  1.04
H  2.90  -3.38  -3.28
H  -0.88  -0.48  -3.56
H  0.87  -2.00  -3.25
H  3.92  -4.15  -1.16
H  -0.17  0.87  4.19
H  1.90  0.40  -2.16
H  1.35  2.93  -5.55
H  -0.40  4.19  -4.31
H  -2.04  1.49  -3.36
H  -1.04  3.53  -2.07
H  2.54  2.96  2.91
H  -3.45  0.47  -3.58
H  0.47  3.93  3.06
H  -5.29  -1.71  1.52
H  2.14  0.67  5.44
H  -1.26  -3.79  -0.43
H  0.58  -0.70  3.84
H  3.45  -1.21  5.09
H  -3.60  -0.30  0.46
H  2.40  -0.53  1.89
H  3.57  0.75  2.11

Calculated values
**Spin multiplicity**: 3
**Charge**: 0
**LUMO level (spin up / spin down)**: -1.14 / -2.18 eV
**Orbital gap (spin up / spin down)**: 6.54 / 6.26 eV
**Energy relative to the best compared isomer or geometry (same formula, charge and spin)**: 0.000 eV
**DFT total energy**: -8747.02117 Ha



7.
Formula: C4H27NO8S2
Source: OMol25
Level of theory: the ωB97M-V functional and the def2-TZVPD basis

Element x y z (Å)
S  -0.02  1.50  -0.14
S  -1.36  0.51  -1.26
O  3.30  -1.82  1.21
O  2.37  3.06  2.37
O  3.86  1.77  0.16
O  2.56  -1.75  -1.96
O  -3.77  -1.86  -2.10
O  -2.07  -3.70  0.28
O  2.87  1.26  -2.71
O  -0.31  -2.97  -2.13
N  -0.01  -0.99  1.91
C  -0.78  0.20  2.32
C  -3.67  1.51  0.08
C  -2.86  1.55  -1.20
C  -0.44  1.50  1.62
H  3.00  2.56  1.84
H  3.24  1.25  -0.37
H  -1.84  -0.01  2.14
H  -1.35  -4.33  0.24
H  -4.50  -1.56  -1.53
H  1.90  3.63  1.75
H  2.71  2.20  -2.78
H  0.84  -1.11  2.45
H  0.22  -0.87  0.93
H  -1.23  2.25  1.71
H  -1.03  -2.47  -1.74
H  -3.36  1.15  -2.09
H  4.69  1.31  -0.04
H  0.45  1.92  2.10
H  -0.65  0.18  3.39
H  -3.22  -2.34  -1.47
H  3.30  -2.67  1.66
H  -3.07  1.23  0.94
H  3.81  1.08  -2.81
H  -4.11  2.49  0.26
H  2.06  -0.99  -2.26
H  -4.47  0.80  0.02
H  -2.62  2.55  -1.51
H  -1.75  -2.87  0.65
H  4.01  -1.29  1.59
H  0.38  -2.36  -2.38
H  2.92  -1.52  -1.11

Calculated values
**Spin multiplicity**: 1
**Charge**: 0
**LUMO level**: -0.09 eV
**Orbital gap**: 8.68 eV
**Structure (SMILES)**: CCSSCCN.O.O.O.O.O.O.O.O
**Energy relative to the best compared isomer or geometry (same formula, charge and spin)**: 0.161 eV
**DFT total energy**: -1621.63512 Ha



8.
Formula: C11H9ClN2O3
Source: OMol25
Level of theory: the ωB97M-V functional and the def2-TZVPD basis

Element x y z (Å)
Cl  2.03  2.31  -0.24
O  -1.55  -0.91  0.68
O  -3.44  -0.49  -1.67
O  -4.86  -0.62  0.04
N  -0.23  0.84  0.60
N  -0.31  -1.37  0.40
C  -4.03  -0.01  -0.58
C  -1.44  0.43  0.79
C  4.63  -0.69  -0.34
C  -3.51  1.36  -0.21
C  -2.64  1.25  1.05
C  4.05  0.57  -0.38
C  0.46  -0.31  0.36
C  3.85  -1.80  -0.08
C  2.69  0.72  -0.16
C  1.89  -0.39  0.11
C  2.49  -1.65  0.14
H  4.29  -2.78  -0.06
H  1.86  -2.51  0.34
H  -3.23  0.79  1.85
H  -3.75  -1.39  -1.87
H  -2.31  2.24  1.37
H  -2.92  1.76  -1.04
H  5.69  -0.79  -0.51
H  -4.36  2.01  -0.01
H  4.65  1.44  -0.58

Calculated values
**Spin multiplicity**: 1
**Charge**: 0
**LUMO level**: 0.40 eV
**Orbital gap**: 9.55 eV
**Structure (SMILES)**: O=C(O)CCc1nc(-c2ccccc2Cl)no1
**DFT total energy**: -1220.00139 Ha



What did the fifth record say?
Formula: C14H23AlF4N4PS
Source: OMol25
Level of theory: the ωB97M-V functional and the def2-TZVPD basis

Element x y z (Å)
S  1.80  -0.75  -3.68
P  -2.10  -0.72  -0.28
Al  -0.99  -2.33  -6.09
F  0.34  -1.52  -5.18
F  -0.37  -2.89  -7.69
F  -2.33  -1.16  -6.35
F  -1.58  -3.74  -5.15
N  -0.59  2.38  3.08
N  4.32  1.59  0.18
N  2.93  0.05  -2.56
N  0.39  -0.84  -2.62
C  5.56  -0.39  1.43
C  0.24  0.69  1.34
C  -0.33  -0.05  0.00
C  1.81  1.24  1.40
C  -4.84  -0.09  -0.79
C  -3.36  0.67  -0.63
C  -1.53  3.23  2.25
C  -1.53  -2.34  2.18
C  2.88  1.09  0.13
C  -0.73  0.93  2.64
C  -2.67  -1.93  1.08
C  2.29  0.35  -1.22
C  5.31  0.44  0.02
C  0.74  -0.21  -1.27
H  -1.67  2.75  1.19
H  4.64  -1.03  1.77
H  -0.42  -2.12  1.87
H  -2.58  3.26  2.80
H  6.46  -1.16  1.26
H  4.49  2.36  -0.51
H  -1.65  -3.48  2.50
H  -5.25  -0.31  0.28
H  -3.38  1.53  0.16
H  -0.28  0.28  3.53
H  -3.12  1.10  -1.71
H  2.26  1.81  2.35
H  -4.58  -1.15  -1.27
H  -1.84  0.58  2.48
H  5.93  0.37  2.26
H  -1.77  -1.72  3.17
H  -3.02  -2.93  0.53
H  -1.11  4.34  2.09
H  -0.83  2.38  4.10
H  -5.59  0.49  -1.49
H  4.95  -0.38  -0.76
H  -3.64  -1.52  1.63
H  6.34  0.85  -0.40

Calculated values
**Spin multiplicity**: 1
**Charge**: -1
**LUMO level**: 1.12 eV
**Orbital gap**: 6.51 eV
**DFT total energy**: -2147.60692 Ha



Copy entry 2 word for word.
Formula: C33H36N9OP2Pd
Source: OMol25
Level of theory: the ωB97M-V functional and the def2-TZVPD basis

Element x y z (Å)
Pd  -0.39  -2.50  0.07
P  -0.76  -4.44  0.97
P  1.16  -3.88  -1.69
O  0.06  4.05  0.08
N  4.14  -0.59  0.86
N  -2.99  1.03  2.31
N  2.11  -1.51  1.22
N  -0.49  5.83  -1.09
N  -2.57  0.91  3.59
N  -1.28  3.98  -3.85
N  0.90  5.72  -1.06
N  3.41  0.17  1.71
N  -1.14  -0.13  2.19
C  -1.83  -0.36  -1.83
C  -0.63  -0.75  -1.20
C  -1.12  2.98  -3.30
C  -4.15  1.81  1.94
C  1.17  4.67  -0.38
C  -0.93  4.82  -0.42
C  3.62  4.66  -0.61
C  -3.84  2.95  0.98
C  0.82  -5.59  -1.04
C  -4.90  3.57  0.32
C  -0.12  -3.80  -3.01
C  2.20  -0.40  1.89
C  -2.12  0.40  1.49
C  -2.31  4.42  -0.15
C  -0.95  1.73  -2.61
C  0.42  0.19  -1.37
C  0.36  -5.12  2.27
C  -2.35  -5.05  1.68
C  -0.51  -5.76  -0.31
C  4.96  3.10  0.63
C  0.28  1.39  -2.03
C  3.31  -1.59  0.60
C  4.86  4.15  -0.27
C  3.82  2.55  1.21
C  2.57  -4.42  -2.80
C  3.95  1.41  2.20
C  -3.36  5.05  -0.80
C  -2.55  3.38  0.74
C  2.58  3.05  0.86
C  -4.66  4.62  -0.56
C  2.47  4.11  -0.04
C  -1.46  0.21  3.46
C  -2.01  0.83  -2.51
H  1.68  2.61  1.28
H  -5.49  5.09  -1.07
H  5.75  4.57  -0.72
H  0.23  -4.54  3.19
H  5.01  1.24  2.41
H  3.45  1.65  3.14
H  -2.33  -6.13  1.85
H  -1.09  -3.64  -2.55
H  5.93  2.70  0.89
H  -5.91  3.23  0.49
H  2.31  -5.26  -3.45
H  1.42  0.04  2.50
H  -0.13  -4.70  -3.63
H  -0.89  -0.10  4.32
H  3.42  -4.71  -2.18
H  -2.96  1.08  -2.98
H  3.52  5.48  -1.31
H  1.12  2.09  -2.12
H  -4.90  1.15  1.49
H  2.88  -3.57  -3.42
H  1.40  -4.99  1.96
H  -3.15  5.84  -1.51
H  0.17  -6.18  2.48
H  -2.22  0.36  0.42
H  -3.17  -4.80  1.00
H  -2.68  -1.04  -1.78
H  1.40  -0.04  -0.94
H  -4.55  2.19  2.87
H  0.08  -2.93  -3.64
H  3.57  -2.39  -0.08
H  -1.72  2.91  1.23
H  0.89  -6.31  -1.87
H  -1.34  -5.66  -1.02
H  -0.58  -6.75  0.15
H  1.64  -5.82  -0.35
H  -2.53  -4.54  2.63

Calculated values
**Spin multiplicity**: 1
**Charge**: -1
**LUMO level**: 2.11 eV
**Orbital gap**: 4.70 eV
**Energy relative to the best compared isomer or geometry (same formula, charge and spin)**: 1.147 eV
**DFT total energy**: -2657.78367 Ha



- Among the records above, which one has the highest spin multiplicity?
  C27H29GeNO4SSe2W